Entry 1:
39
Properties=species:S:1:pos:R:3:mulliken_charge:R:1 method="wB97M-V/def2-TZVPD" lumo_energy_ha="-0.376 / -0.375" gap_ha="0.203 / 0.206" multiplicity=7 charge=+2 homo_ha="-0.5793 / -0.5809" total_energy_ev=-69199.5529 molar_mass_da=542.5
H 0.588 -1.554 5.087 0.398
H 3.385 1.046 -0.264 0.415
C -2.450 0.855 2.941 -1.015
P 0.417 -0.221 -2.556 0.608
C -0.780 1.325 -0.509 0.086
O -1.317 2.372 -0.619 -0.187
H -1.386 -1.731 -3.226 0.396
H -0.157 2.042 -3.208 0.359
C -0.294 -1.731 -3.331 -1.320
H 2.491 -0.244 -1.101 0.290
C -0.506 1.044 -3.492 -1.229
C -0.987 0.959 2.571 -0.172
H -0.010 -1.695 -4.389 0.450
O 1.451 2.800 -0.814 -0.176
H -0.338 0.881 -4.564 0.474
H 2.513 0.783 -3.400 0.392
C 1.402 1.614 -0.832 0.922
H 0.310 -2.127 2.787 0.465
H 2.083 0.125 0.616 0.179
Cl 1.142 -3.188 0.141 -0.401
Tb -0.514 -1.347 0.149 1.044
C 0.196 -0.742 4.466 -1.344
H -2.778 1.789 3.402 0.412
C 2.381 0.585 -0.359 -0.847
H 1.021 -0.036 4.305 0.378
H -0.594 -0.242 5.035 0.361
H 1.763 -0.345 -4.567 0.520
C -0.356 -1.348 3.190 -0.306
H -1.346 -1.783 3.365 0.394
H -1.570 0.949 -3.262 0.333
H 2.651 -0.987 -3.158 0.468
H 0.127 -2.630 -2.861 0.479
O -0.519 -0.355 2.105 -0.416
H -3.090 0.655 2.070 0.199
H -2.624 0.068 3.677 0.318
C 1.996 -0.179 -3.509 -1.479
H -0.349 1.220 3.424 0.407
H -0.827 1.667 1.745 0.225
I -3.125 -0.295 -1.053 -0.079

---

Entry 2:
14
Properties=species:S:1:pos:R:3:nbo_charge:R:1 method="wB97M-V/def2-TZVPD" lumo_energy_ha=0.033 smiles=CC#CCCO gap_ha=0.385 multiplicity=1 homo_ha=-0.3519 total_energy_ev=-7360.2755 molar_mass_da=84.1
H -1.850 -0.813 1.446 0.159
C -1.225 -0.700 -0.612 -0.496
C -2.003 -0.139 0.585 -0.044
H 2.724 1.198 0.514 0.234
O -1.623 1.183 0.892 -0.718
H 3.437 -0.392 0.096 0.235
C 1.354 -0.201 -0.246 -0.006
C 0.214 -0.565 -0.371 -0.041
H -1.382 -0.059 -1.485 0.234
H -1.555 -1.725 -0.861 0.232
H -3.076 -0.115 0.342 0.183
H -0.671 1.198 1.087 0.475
C 2.699 0.364 -0.199 -0.682
H 2.957 0.766 -1.188 0.236

---

Entry 3:
23
Properties=species:S:1:pos:R:3:nbo_charge:R:1 method="wB97M-V/def2-TZVPD" lumo_energy_ha=0.029 gap_ha=0.312 multiplicity=1 homo_ha=-0.2832 total_energy_ev=-11027.7802 molar_mass_da=135.2
H 2.168 -1.556 -0.094 0.214
H 3.056 -0.020 0.057 0.214
C -0.172 -0.665 0.246 -0.244
C 2.360 -0.547 -0.529 -0.606
H -1.201 1.333 2.028 0.216
C -0.783 -1.531 1.328 -0.394
C 0.195 -0.349 -1.897 -0.435
H 0.089 0.429 -2.701 0.220
H 1.659 1.976 -0.640 0.199
H 0.655 -1.220 -2.235 0.230
H -0.802 -2.644 1.069 0.229
C -1.008 -0.641 -0.988 0.329
H -0.294 -1.282 2.191 0.225
H 2.706 -0.702 -1.456 0.204
C -2.002 0.889 1.362 -0.640
C 0.939 0.024 -0.577 0.025
H -2.404 1.639 0.615 0.249
C -1.636 -0.471 0.816 0.205
H 0.020 1.940 -0.681 0.204
N -2.256 -0.708 -0.602 -0.475
H -2.886 0.692 2.084 0.221
H 0.752 1.880 0.812 0.213
C 0.845 1.534 -0.209 -0.603

---

Entry 4:
20
Properties=species:S:1:pos:R:3:nbo_charge:R:1 method="wB97M-V/def2-TZVPD" lumo_energy_ha="-0.164 / -0.164" smiles="C=c1cc(CC)[n+](=C)[nH]1" gap_ha="0.305 / 0.305" multiplicity=1 charge=+1 homo_ha="-0.4689 / -0.4689" total_energy_ev=-10406.9011 molar_mass_da=123.2
H -2.123 0.865 1.439 0.276
C 1.900 0.452 -0.003 0.108
C -0.095 -2.421 0.379 -0.023
C 3.155 0.864 -0.199 -0.340
H -3.435 1.715 -0.269 0.242
H -1.800 1.741 -1.008 0.226
C 0.633 1.038 0.253 -0.251
N 0.344 -1.296 0.073 -0.078
C -0.434 0.242 0.358 0.287
H -2.088 -0.749 0.650 0.233
N 1.662 -0.941 -0.076 -0.401
H 0.632 -3.255 0.120 0.223
H 3.816 0.204 -0.552 0.206
C -2.545 1.041 -0.626 -0.611
H -1.106 -2.704 0.488 0.237
H 2.257 -1.469 -0.659 0.414
H -3.109 0.344 -1.296 0.243
H 3.451 1.896 -0.046 0.237
C -1.861 0.297 0.524 -0.514
H 0.746 2.136 0.453 0.285